Below is a molecular structure, C4H6AgMgO2 at a distorted geometry, with properties calculated with wB97M-V/def2-TZVPD.

```
14
Properties=species:S:1:pos:R:3:forces:R:3
O 2.02728 1.01584 -0.45192 1.243 -0.098 -1.412
C 1.56418 1.10637 0.76387 -2.350 -1.131 -0.166
C 0.24399 1.10418 1.14544 2.207 1.099 0.323
Ag 4.60131 1.50944 0.06717 -0.637 0.068 0.205
Mg 1.28326 -0.19437 -1.96832 -0.858 0.312 2.444
H 0.01304 0.84880 2.18150 -0.161 0.423 -0.301
H -0.40923 1.74344 0.53152 -0.060 -0.496 0.268
C -1.57940 -0.77578 -0.22602 -0.066 0.063 1.067
C -0.31219 -1.34965 -0.24709 0.475 -1.651 -2.171
O -2.38152 -0.59637 -1.25687 1.576 -0.329 0.254
H -1.99177 -0.51450 0.75335 0.090 0.539 -0.236
H 0.32613 -1.64454 0.58922 -0.811 1.097 0.506
H -0.30081 -2.28922 -0.81827 -0.186 0.304 -0.996
H -3.08429 0.03637 -1.06358 -0.463 -0.201 0.215
```
Forces are in eV/Å.

Energy above the lowest of the compared OMol25 structures with the same formula, charge and spin ... 33.2 kcal per mole
HOMO (spin up / spin down) ... -14.770 / -15.485 eV
DFT total energy ... -17761.840 eV
Total charge ... +2
Expectation value of S² ... 0.760
Frontier orbital gap (spin up / spin down) ... 4.97 / 5.67 eV
Spin multiplicity ... 2

---

Below is a molecular structure, C4H6AgO3 at a distorted geometry, with properties calculated with wB97M-V/def2-TZVPD.

```
14
Properties=species:S:1:pos:R:3:forces:R:3
H 1.66492 -1.83418 -2.70807 -0.016 0.205 0.111
C 1.57921 -0.96887 -2.04326 0.069 0.188 0.634
C 0.81270 0.09083 -2.33754 0.328 0.101 -0.394
H 0.35367 0.10961 -3.32818 -0.050 0.007 0.362
H 0.74618 0.95286 -1.67768 -0.021 -0.351 -0.116
O 2.31239 -1.18293 -0.94173 -0.367 -0.534 -0.691
O 2.28985 -0.09326 -0.00819 0.711 0.309 -0.204
Ag 4.59123 0.11751 -0.19087 -0.367 0.110 0.130
C -2.21280 0.42001 1.67156 0.476 -1.463 -0.024
C -2.02785 -0.72594 2.34082 -0.031 0.553 -0.402
O -2.81937 1.60706 2.12822 -0.439 1.357 0.166
H -1.87687 0.62070 0.64226 -0.181 -0.174 0.322
H -2.36518 -0.59328 3.39716 -0.233 0.033 0.127
H -3.04806 1.47989 3.05552 0.120 -0.339 -0.021
```
Forces are in eV/Å.

Energy above the lowest of the compared OMol25 structures with the same formula, charge and spin ... 3.3 kcal per mole
HOMO (spin up / spin down) ... 0.534 / 0.534 eV
DFT total energy ... -14378.244 eV
Total charge ... -2
Expectation value of S² ... 0.753
Frontier orbital gap (spin up / spin down) ... 5.92 / 5.29 eV
Spin multiplicity ... 2

---

Below is a molecular structure, C4H6Br2FeN2O4S, with properties calculated with wB97M-V/def2-TZVPD.

```
20
Properties=species:S:1:pos:R:3:forces:R:3
Fe 0.33754 0.25408 -1.16431 -0.072 -0.392 -0.296
Br 3.15291 0.70730 -1.25396 0.031 0.082 -0.019
C 2.54853 2.54134 -1.25128 -0.079 -0.040 -0.018
Br 0.88054 2.69599 -2.22241 0.122 0.169 -0.061
H 3.29162 3.16034 -1.73282 0.032 0.008 -0.025
H 2.35410 2.82246 -0.22509 -0.013 -0.002 0.026
O -3.14304 0.84868 0.48635 -0.312 0.042 -0.111
C -2.00350 0.77146 0.10024 0.017 -0.011 -0.196
O -1.58321 0.74934 -1.13238 0.014 0.030 0.109
C -0.86896 0.57108 1.14993 0.403 0.274 -0.036
O -1.13563 0.15669 2.25821 0.105 -0.118 0.276
O 0.34556 0.76932 0.69343 -0.222 0.077 0.377
N -1.65231 -2.07162 0.22422 -0.203 0.022 -0.161
C -0.33116 -2.13121 0.18405 0.083 -0.096 0.206
N 0.33388 -2.16070 1.33666 0.134 -0.078 -0.047
S 0.51328 -2.16514 -1.33100 -0.007 0.112 0.015
H -2.13453 -1.84385 1.08585 0.042 0.011 -0.015
H -2.13719 -1.86580 -0.63678 -0.005 -0.068 0.035
H -0.10169 -1.75358 2.16082 -0.023 0.006 -0.069
H 1.33327 -2.05620 1.27027 -0.045 -0.028 0.009
```
Forces are in eV/Å.

Energy above the lowest of the compared OMol25 structures with the same formula, charge and spin ... 0.0 kcal per mole
HOMO (spin up / spin down) ... -9.003 / -8.880 eV
DFT total energy ... -200724.850 eV
Total charge ... 0
Expectation value of S² ... 6.011
Frontier orbital gap (spin up / spin down) ... 8.52 / 8.42 eV
Spin multiplicity ... 5

---

Below is a single C4H6Br2N2O2 molecule at a distorted geometry, with properties calculated with wB97M-V/def2-TZVPD.

```
16
Properties=species:S:1:pos:R:3:forces:R:3
C 1.17727 0.82327 -0.21186 2.203 -0.252 -0.204
C -0.07247 1.52565 -0.58197 -1.800 -4.157 -0.726
C -1.32352 0.70913 -0.10919 0.182 -0.146 1.411
C 0.10867 -1.32489 0.21384 0.256 2.368 -3.237
N 1.26197 -0.53050 -0.32861 -1.318 -2.545 0.375
N -1.05246 -0.69001 -0.47837 0.173 -0.357 0.839
O 2.21713 1.39219 -0.02195 0.714 1.885 0.381
O 0.09570 -1.37762 1.53395 0.856 0.904 3.375
Br 2.97217 -1.34527 -0.14062 -1.083 0.525 0.093
Br -2.56376 -1.83208 -0.23574 0.381 0.530 0.083
H -0.01518 2.43488 -0.16360 -0.016 3.402 1.282
H -0.00771 1.53942 -1.65427 -0.253 0.324 -0.632
H -1.43836 0.91817 1.03594 0.008 -0.670 -1.779
H -2.29238 0.85982 -0.59691 0.427 0.937 0.071
H 0.11075 -2.27995 -0.18502 0.381 -1.993 -0.828
H 0.82219 -0.82222 1.92437 -1.113 -0.755 -0.504
```
Forces are in eV/Å.

Energy above the lowest of the compared OMol25 structures with the same formula, charge and spin ... 62.7 kcal per mole
HOMO ... -9.537 eV
DFT total energy ... -151403.059 eV
Structure (SMILES) ... O=C1CCN(Br)[C@H](O)N1Br
Total charge ... 0
Frontier orbital gap ... 9.17 eV
Spin multiplicity ... 1

---

Below is 2 unconnected molecules or ions with the total composition C4H6Br2O at a distorted geometry, with properties calculated with wB97M-V/def2-TZVPD.

```
13
Properties=species:S:1:pos:R:3:forces:R:3
C -0.15719 -0.41326 -0.16296 -0.662 0.587 3.489
C 0.68036 0.49340 0.18369 0.171 -1.104 -4.434
C -1.14004 -0.99761 0.81686 -1.056 2.032 1.545
C 2.09738 1.06382 -1.89636 -0.933 -1.048 0.934
O 2.07022 2.26568 -2.47487 -3.393 -0.053 1.402
Br 3.91298 0.68720 -1.38018 0.214 -0.427 0.246
Br 1.36975 -0.28526 -3.15825 0.248 0.024 0.170
H -0.16744 -0.75520 -1.11239 -0.045 -1.079 -3.214
H 1.19743 1.12772 0.74435 1.592 2.294 2.507
H -2.21884 -0.90283 0.53774 1.044 -0.464 -0.096
H -1.06351 -0.50591 1.81123 -0.157 0.835 -0.716
H -0.86670 -1.90614 1.25527 0.225 -2.356 -0.634
H 2.88024 2.48573 -2.83805 2.753 0.759 -1.198
```
Forces are in eV/Å.

Energy above the lowest of the compared OMol25 structures with the same formula, charge and spin ... 119.1 kcal per mole
HOMO (spin up / spin down) ... -8.303 / -8.494 eV
DFT total energy ... -146372.394 eV
Total charge ... 0
Frontier orbital gap (spin up / spin down) ... 7.65 / 8.40 eV
Spin multiplicity ... 1

---

Below is 2 unconnected molecules or ions with the total composition C4H6BrCl at a distorted geometry, with properties calculated with wB97M-V/def2-TZVPD.

```
12
Properties=species:S:1:pos:R:3:forces:R:3
C 0.27841 -0.27082 -0.19840 -0.206 0.210 0.185
C 0.60962 -1.53833 -0.37575 -0.482 0.294 -0.146
C -2.06087 0.83740 -0.66151 -0.510 0.420 -0.411
C 1.08373 0.79126 0.45409 0.168 -0.103 0.037
Cl 2.11957 -2.19299 0.14797 0.167 -0.114 0.040
Br -3.27618 -0.29719 0.16960 -0.138 0.051 0.221
H -0.73054 0.09733 -0.60502 1.043 -0.762 -0.214
H -0.02413 -2.26424 -0.86154 -0.054 0.009 -0.003
H -1.85550 1.65002 0.06280 -0.045 -0.300 0.215
H 1.11803 1.67745 -0.17566 0.025 0.119 -0.025
H 2.09747 0.43974 0.63346 0.048 0.111 0.036
H 0.64038 1.07037 1.40997 -0.016 0.066 0.065
```
Forces are in eV/Å.

Energy above the lowest of the compared OMol25 structures with the same formula, charge and spin ... 103.6 kcal per mole
HOMO ... -9.010 eV
DFT total energy ... -86805.507 eV
Total charge ... 0
Frontier orbital gap ... 7.88 eV
Spin multiplicity ... 1

---

Below is 2 unconnected molecules or ions with the total composition C4H6BrClO at a distorted geometry, with properties calculated with wB97M-V/def2-TZVPD.

```
13
Properties=species:S:1:pos:R:3:forces:R:3
C -0.35910 0.13443 -0.28346 -0.002 1.088 0.888
C -0.12153 -1.20782 -0.78825 -3.287 0.035 -3.125
C -0.75497 1.31372 1.85446 -0.907 -1.517 -1.835
C -0.30118 0.22796 1.21284 -0.099 1.584 0.983
O -0.51503 1.12953 -0.96348 -0.460 -0.723 0.697
Cl 2.17493 0.81444 -1.84483 0.618 -0.196 -0.524
Br 0.40391 -1.18596 2.31162 -0.076 0.213 -0.536
H -0.73346 -1.98489 -0.31426 0.596 0.141 -0.052
H 0.89128 -1.31777 -0.80012 2.870 -1.059 0.631
H -0.36005 -1.10796 -1.88851 -0.093 -0.543 1.002
H -1.38574 2.02945 1.36638 0.412 0.537 -0.714
H 1.99050 -0.10809 -2.72905 0.089 0.316 0.218
H -0.92955 1.26297 2.86666 0.339 0.125 2.366
```
Forces are in eV/Å.

Energy above the lowest of the compared OMol25 structures with the same formula, charge and spin ... 11.3 kcal per mole
HOMO ... -9.797 eV
DFT total energy ... -88856.239 eV
Structure (SMILES) ... C=C(Br)C(C)=O.Cl
Total charge ... 0
Frontier orbital gap ... 9.77 eV
Spin multiplicity ... 1

---

Below is 2 unconnected molecules or ions with the total composition C4H6BrNO at a distorted geometry, with properties calculated with wB97M-V/def2-TZVPD.

```
13
Properties=species:S:1:pos:R:3:forces:R:3
C -2.33850 0.67458 -1.79638 2.438 -0.028 0.204
C 1.41836 -0.18885 0.78974 1.028 -3.487 -1.874
C 0.29860 -0.90584 0.04542 -1.606 -1.232 2.430
C -1.10824 0.73547 -2.36208 -2.885 1.564 -0.738
N -3.34674 0.62016 -1.16256 -1.104 0.722 -0.339
O -0.06071 -1.00594 -1.09554 1.819 0.042 0.224
Br -1.09205 -0.16828 -4.03284 0.465 -0.408 -0.153
H 2.06815 0.12695 0.03136 1.469 0.768 -0.803
H 1.07129 0.60284 1.30799 -1.491 2.730 1.663
H 1.96200 -0.83895 1.53321 -0.750 0.300 -0.960
H -3.54851 0.32824 -0.22683 0.302 -0.569 0.231
H -0.36264 -1.41991 0.79680 0.092 0.048 -0.097
H -0.71105 1.75212 -2.42834 0.223 -0.451 0.210
```
Forces are in eV/Å.

Energy above the lowest of the compared OMol25 structures with the same formula, charge and spin ... 67.9 kcal per mole
HOMO ... -8.080 eV
DFT total energy ... -77821.878 eV
Structure (SMILES) ... N=C=CBr.CC=O
Total charge ... 0
Frontier orbital gap ... 8.81 eV
Spin multiplicity ... 1